(1)
17
Properties=species:S:1:pos:R:3:mulliken_charge:R:1 method="wB97M-V/def2-TZVPD" spin_multiplicity=1 e_lumo_ev=3.72 charge=-1 e_above_lowest_kcal_mol=7.1 fmax_ev_per_a=1.324 homo_ev=-3.5
C 0.13 -2.23 -0.96 -1.079
C 0.30 -1.62 0.45 -0.323
S 0.80 0.13 0.44 -0.647
H -0.74 -1.80 -1.46 0.273
H 1.03 -2.11 -1.56 0.292
H -0.06 -3.31 -0.86 0.316
H -0.64 -1.75 0.97 0.123
H 0.97 -2.33 0.95 0.299
H -1.86 1.56 -1.44 0.258
H -1.03 0.80 -0.33 0.146
O -1.93 1.00 -0.66 -0.629
H 1.59 2.31 -1.75 0.306
H 2.67 1.58 -1.12 0.320
O 2.54 2.37 -1.66 -0.661
H -1.48 -0.35 2.33 0.301
H -2.37 0.32 1.39 0.389
O -2.42 -0.15 2.22 -0.685



(2)
52
Properties=species:S:1:pos:R:3:mulliken_charge:R:1 method="wB97M-V/def2-TZVPD" spin_multiplicity=1 e_lumo_ev=-7.00 charge=+2 e_above_lowest_kcal_mol=95.7 fmax_ev_per_a=4.934 homo_ev=-13.1
Na -0.98 -5.81 2.94 0.990
Na -0.26 0.60 5.67 0.993
Na -5.17 -2.53 -2.34 0.971
Cl -1.09 -1.35 0.77 1.613
O -0.15 -0.43 0.25 -0.578
O -2.33 -1.14 0.19 -0.623
O -0.87 -2.75 0.43 -0.695
O -1.14 -1.10 2.18 -0.697
C 2.71 4.44 -1.01 -0.321
C 3.81 4.49 0.07 -0.238
O 4.89 4.61 -0.75 -0.329
C 4.58 5.03 -2.00 0.694
O 5.36 5.31 -2.89 -0.545
O 3.28 5.06 -2.14 -0.304
H 1.98 5.14 -0.59 0.272
H 2.29 3.44 -1.10 0.310
H 3.87 3.52 0.56 0.178
H 3.90 5.38 0.68 0.283
C -6.07 2.23 2.16 -0.292
C -6.03 3.50 3.13 -0.257
O -5.60 4.52 2.32 -0.297
C -5.84 4.16 0.99 0.643
O -5.62 4.88 0.00 -0.523
O -5.95 2.82 0.89 -0.294
H -6.88 1.52 2.29 0.288
H -5.11 1.72 2.27 0.212
H -5.28 3.31 3.89 0.236
H -7.04 3.70 3.50 0.285
C -1.86 -5.11 -4.54 -0.645
O -2.70 -5.74 -5.46 -0.260
C -4.03 -5.66 -5.46 0.812
O -4.67 -4.74 -4.95 -0.605
O -4.61 -6.49 -6.29 -0.313
C -5.98 -6.23 -6.69 -0.654
H -1.23 -4.35 -5.00 0.275
H -1.24 -5.96 -4.23 0.281
H -2.25 -4.79 -3.57 0.272
H -6.66 -6.62 -5.93 0.289
H -6.12 -6.72 -7.66 0.266
H -6.26 -5.21 -6.95 0.307
C 4.83 -0.76 2.87 -0.603
O 6.14 -0.27 2.76 -0.287
C 6.73 0.41 3.79 0.795
O 6.16 0.73 4.83 -0.587
O 8.04 0.58 3.47 -0.290
C 8.98 1.24 4.39 -0.621
H 4.24 -0.23 2.12 0.219
H 4.52 -0.73 3.92 0.309
H 4.84 -1.78 2.50 0.226
H 9.48 0.50 5.02 0.283
H 8.62 2.05 5.01 0.308
H 9.74 1.62 3.71 0.249



(3)
58
Properties=species:S:1:pos:R:3:mulliken_charge:R:1 method="wB97M-V/def2-TZVPD" spin_multiplicity=1 e_lumo_ev=-0.55 fmax_ev_per_a=1.588 homo_ev=-7.7
Pt 0.37 0.08 -1.57 0.080
O -0.99 2.51 -0.48 0.079
C -2.22 2.89 -0.92 1.012
C -2.83 4.02 -0.40 -0.979
C -4.10 4.40 -0.82 -0.518
C -4.77 3.63 -1.76 -0.816
C -4.14 2.50 -2.27 -0.859
C -2.87 2.10 -1.88 0.589
C -2.30 0.83 -2.53 -0.097
O -1.04 0.87 -3.00 -0.858
N -2.44 -0.34 -1.57 -0.490
N -1.40 -0.35 -0.68 0.710
C -1.56 -0.80 0.50 -0.598
C -0.56 -0.89 1.57 0.542
Br 1.00 0.17 1.43 -0.031
C -0.85 -1.63 2.64 -0.624
C -0.10 -1.95 3.86 0.789
C 1.30 -1.94 3.96 -0.363
C 1.91 -2.28 5.16 -0.757
C 1.16 -2.63 6.27 -0.396
C -0.23 -2.65 6.18 -0.580
C -0.84 -2.33 4.98 -0.561
H -0.68 3.15 0.17 0.188
H -2.31 4.62 0.33 0.335
H -4.56 5.29 -0.41 0.383
H -5.76 3.91 -2.10 0.393
H -4.65 1.91 -3.02 0.329
H -3.01 0.57 -3.33 0.376
H -3.34 -0.38 -1.11 0.309
H -2.55 -1.17 0.77 0.360
H -1.84 -2.08 2.62 0.250
H 1.90 -1.71 3.10 0.406
H 2.99 -2.28 5.22 0.386
H 1.65 -2.88 7.20 0.372
H -0.82 -2.93 7.03 0.375
H -1.92 -2.36 4.91 0.336
B 3.48 -1.56 -1.87 0.097
N 3.29 -0.01 -2.04 -0.020
C 4.32 0.81 -2.27 -0.224
C 3.85 2.06 -2.62 -1.245
C 2.46 1.94 -2.59 1.066
N 2.15 0.69 -2.24 0.164
N 2.30 -2.22 -1.10 0.454
C 2.36 -3.40 -0.47 -0.365
C 1.07 -3.92 -0.37 -1.040
C 0.27 -2.96 -0.97 -0.272
N 1.02 -1.94 -1.41 -0.346
H 3.54 -2.06 -2.97 -0.153
H 4.49 -1.73 -1.23 -0.155
H 5.33 0.44 -2.18 0.453
H 4.42 2.94 -2.87 0.430
H 1.73 3.64 -3.64 0.402
H 3.31 -3.82 -0.19 0.504
H 0.77 -4.86 0.06 0.432
H -0.80 -2.93 -1.12 0.529
C 1.40 2.96 -2.86 -1.201
H 0.47 2.48 -3.17 0.259
H 1.19 3.55 -1.96 0.160